[1]
{"formula": "C23H30N6O4", "method": "ωB97M-V/def2-TZVPD", "relative_energy_kj_mol": 3.2, "smiles": "CCOC(=O)N1CCN(Cc2nc3c(c(=O)[nH]c(=O)n3C)n2CCCc2ccccc2)CC1", "homo_ev": -8.33, "lumo_energy_ev": 0.47, "elements": ["C", "C", "O", "C", "O", "N", "C", "C", "N", "C", "C", "N", "C", "C", "C", "O", "N", "C", "O", "N", "C", "N", "C", "C", "C", "C", "C", "C", "C", "C", "C", "C", "C", "H", "H", "H", "H", "H", "H", "H", "H", "H", "H", "H", "H", "H", "H", "H", "H", "H", "H", "H", "H", "H", "H", "H", "H", "H", "H", "H", "H", "H", "H"], "coordinates": [[-3.7890, -3.2629, 0.8044], [-4.6882, -2.0891, 1.1679], [-3.9888, -0.8482, 1.0926], [-3.8645, -0.3184, -0.1476], [-4.3383, -0.8148, -1.1436], [-3.1757, 0.8498, -0.1352], [-2.4388, 1.2411, 1.0518], [-1.9959, 2.7100, 0.9810], [-1.4079, 3.1059, -0.2786], [-0.0080, 2.7724, -0.4840], [0.3880, 1.3546, -0.2075], [0.0189, 0.3365, -0.9682], [0.4361, -0.7705, -0.3257], [1.0886, -0.4266, 0.8492], [1.6140, -1.4151, 1.7390], [2.1808, -1.2568, 2.8024], [1.3744, -2.6866, 1.2257], [0.7428, -3.0771, 0.0552], [0.6372, -4.2453, -0.2386], [0.2454, -2.0573, -0.7218], [-0.4672, -2.3429, -1.9475], [1.0548, 0.9489, 0.9008], [1.7518, 1.7323, 1.8910], [3.0469, 2.3489, 1.3496], [4.1260, 1.3127, 1.0186], [3.7973, 0.3983, -0.1330], [4.0027, -0.9714, -0.0079], [3.6961, -1.8345, -1.0450], [3.1766, -1.3388, -2.2283], [2.9921, 0.0250, -2.3744], [3.3099, 0.8864, -1.3393], [-2.3364, 2.8179, -1.3521], [-2.7389, 1.3477, -1.4350], [-4.3244, -4.1948, 0.9609], [-2.8932, -3.2602, 1.4214], [-3.4989, -3.1965, -0.2411], [-5.5515, -2.0541, 0.4958], [-5.0250, -2.1568, 2.2047], [-1.5725, 0.5825, 1.1919], [-3.0936, 1.1069, 1.9155], [-2.8739, 3.3478, 1.1278], [-1.2920, 2.9102, 1.7915], [0.5727, 3.4387, 0.1618], [0.2291, 3.0043, -1.5247], [1.7224, -3.4587, 1.7837], [-0.4268, -3.4175, -2.1127], [0.0048, -1.8105, -2.7723], [-1.5046, -2.0160, -1.8620], [1.0913, 2.5260, 2.2538], [1.9844, 1.0588, 2.7192], [3.4360, 3.0164, 2.1211], [2.8259, 2.9531, 0.4683], [5.0490, 1.8513, 0.7809], [4.3156, 0.7066, 1.9067], [4.4017, -1.3644, 0.9163], [3.8553, -2.8964, -0.9275], [2.9255, -2.0125, -3.0339], [2.5988, 0.4226, -3.2985], [3.1723, 1.9493, -1.4783], [-3.2218, 3.4357, -1.1699], [-1.8930, 3.1224, -2.3011], [-1.8845, 0.7597, -1.7881], [-3.5718, 1.2134, -2.1271]], "forces_ev_per_angstrom": [[-0.1, 0.4, 0.0], [-0.2, -0.5, -0.1], [0.2, 0.2, -0.1], [-0.1, 0.1, 0.2], [-0.1, -0.3, -0.2], [0.0, 0.2, 0.1], [0.2, 0.1, 0.4], [-0.1, -0.2, 0.1], [0.1, 0.1, 0.0], [-0.1, 0.3, 0.1], [0.2, -0.2, 0.2], [0.0, -0.3, -0.3], [0.5, 0.8, 1.0], [-0.5, -0.3, -0.6], [-0.3, 0.1, -0.2], [0.2, 0.0, 0.2], [0.2, -0.2, 0.4], [-0.1, 0.1, -0.1], [0.0, -0.4, 0.0], [0.0, -0.2, 0.0], [-0.1, -0.1, -0.2], [-0.4, -0.4, -0.3], [0.4, 0.6, 0.3], [0.0, -0.3, 0.1], [0.0, 0.2, 0.0], [0.2, -0.1, 0.0], [0.1, 0.0, -0.1], [0.1, -0.1, 0.0], [0.0, -0.1, -0.1], [0.0, 0.0, -0.1], [0.1, 0.0, 0.0], [-0.1, -0.3, -0.1], [-0.1, 0.1, -0.5], [0.0, -0.1, 0.0], [0.1, 0.0, 0.1], [0.0, 0.0, -0.1], [0.1, 0.0, 0.2], [0.0, 0.0, -0.1], [0.0, 0.0, 0.1], [0.2, 0.1, 0.0], [0.0, 0.0, 0.1], [0.0, 0.0, 0.1], [0.1, -0.1, -0.1], [0.1, 0.0, 0.1], [-0.1, 0.1, -0.1], [0.0, 0.1, 0.0], [0.0, 0.0, 0.0], [0.0, 0.0, 0.0], [0.0, -0.1, 0.0], [-0.1, 0.1, -0.1], [0.0, 0.1, 0.0], [0.0, 0.1, 0.0], [0.0, 0.0, 0.1], [0.1, 0.0, 0.0], [0.0, 0.0, 0.1], [0.0, -0.1, 0.0], [0.0, -0.1, -0.1], [0.0, 0.0, -0.1], [0.0, 0.1, 0.0], [0.0, 0.0, -0.1], [0.0, 0.0, 0.0], [-0.3, 0.1, 0.0], [0.1, 0.1, 0.0]], "mulliken_charge": [-1.064, -0.306, -0.395, 0.620, -0.662, 0.154, -0.047, -1.147, 0.189, -1.783, -0.188, -0.040, 0.057, 0.954, -0.110, -0.702, 0.148, 0.278, -0.685, 0.468, -1.131, 0.801, -1.293, -0.499, -1.392, 0.373, -0.156, -0.523, -0.499, -0.883, 0.103, -1.132, -0.264, 0.442, 0.239, 0.255, 0.335, 0.342, -0.118, 0.641, 0.367, 0.383, 0.245, 0.275, 0.283, 0.448, 0.295, 0.177, 0.396, 0.673, 0.519, 0.181, 0.455, 0.359, 0.366, 0.408, 0.454, 0.394, 0.472, 0.357, 0.503, 0.013, 0.596]}

***

[2]
{"formula": "C23H30NO", "method": "ωB97M-V/def2-TZVPD", "relative_energy_kj_mol": 183.0, "charge": 1, "smiles": "CC(C)[NH+](CC#CCC(O)(c1ccccc1)c1ccccc1)C(C)C", "homo_ev": -11.28, "lumo_energy_ev": -2.43, "elements": ["C", "C", "C", "N", "C", "C", "C", "C", "C", "O", "C", "C", "C", "C", "C", "C", "C", "C", "C", "C", "C", "C", "C", "C", "C", "H", "H", "H", "H", "H", "H", "H", "H", "H", "H", "H", "H", "H", "H", "H", "H", "H", "H", "H", "H", "H", "H", "H", "H", "H", "H", "H", "H", "H", "H"], "coordinates": [[-4.6789, -0.3764, 2.1184], [-3.7062, -1.0493, 1.1570], [-3.8156, -2.5654, 1.2852], [-3.9803, -0.6474, -0.2690], [-3.0597, -1.3468, -1.2307], [-1.6838, -1.3950, -0.7820], [-0.5398, -1.5093, -0.4372], [0.8404, -1.6544, -0.0517], [1.6956, -0.4795, -0.5792], [1.5461, -0.5129, -1.9901], [3.1680, -0.6069, -0.2051], [4.0087, 0.4360, -0.5883], [5.3618, 0.3940, -0.3118], [5.8981, -0.6941, 0.3560], [5.0708, -1.7323, 0.7427], [3.7137, -1.6924, 0.4647], [1.1837, 0.8293, 0.0144], [1.2680, 1.0424, 1.3858], [0.8405, 2.2367, 1.9354], [0.3360, 3.2378, 1.1208], [0.2572, 3.0343, -0.2450], [0.6737, 1.8335, -0.7947], [-4.0432, 0.8423, -0.5042], [-2.6811, 1.4984, -0.3618], [-4.6707, 1.1377, -1.8629], [-5.7111, -0.5219, 1.8051], [-4.5684, -0.8294, 3.0996], [-4.4839, 0.6850, 2.2390], [-2.6811, -0.7408, 1.3768], [-3.0310, -3.0795, 0.7387], [-3.7086, -2.8410, 2.3302], [-4.7885, -2.9200, 0.9491], [-4.9241, -0.9894, -0.4797], [-3.1120, -0.8345, -2.1925], [-3.4248, -2.3672, -1.3755], [0.9092, -1.7142, 1.0352], [1.2122, -2.5797, -0.4978], [2.2944, -0.0580, -2.3928], [3.5961, 1.2983, -1.0958], [5.9960, 1.2127, -0.6156], [6.9540, -0.7305, 0.5744], [5.4801, -2.5843, 1.2641], [3.0991, -2.5213, 0.7789], [1.6929, 0.2814, 2.0246], [0.9158, 2.3934, 3.0009], [0.0185, 4.1760, 1.5498], [-0.1196, 3.8152, -0.8888], [0.6099, 1.6728, -1.8611], [-4.7173, 1.2358, 0.2596], [-2.7903, 2.5667, -0.5250], [-2.2606, 1.3595, 0.6299], [-1.9692, 1.1192, -1.0883], [-5.5691, 0.5458, -2.0306], [-3.9793, 0.9762, -2.6857], [-4.9602, 2.1846, -1.8921]], "forces_ev_per_angstrom": [[0.2, 0.1, -0.1], [0.0, -0.3, 0.8], [0.2, 0.1, -0.1], [-0.3, -0.1, 0.0], [0.3, -0.3, -0.5], [0.4, -0.1, 0.2], [-0.8, 0.1, -0.2], [0.6, 0.1, -0.2], [0.1, 0.0, 0.3], [-0.1, 0.0, 0.0], [0.0, -0.1, -0.1], [0.0, -0.1, 0.0], [0.0, 0.1, -0.1], [0.0, -0.1, 0.0], [0.1, 0.0, 0.1], [-0.1, 0.1, -0.1], [-0.1, 0.0, -0.2], [-0.1, 0.0, 0.0], [0.0, -0.1, 0.1], [-0.1, 0.1, 0.0], [0.0, 0.1, 0.1], [0.1, -0.2, -0.1], [0.0, 0.8, -0.2], [-0.2, -0.2, 0.1], [0.0, -0.1, 0.1], [-0.2, 0.0, 0.0], [0.0, -0.1, 0.0], [0.0, 0.1, 0.0], [-0.1, 0.0, -0.2], [0.0, -0.1, -0.1], [0.0, 0.0, 0.1], [-0.1, -0.1, 0.0], [0.1, 0.0, 0.0], [-0.2, -0.1, 0.1], [-0.1, 0.2, 0.0], [0.1, -0.1, 0.0], [0.1, 0.0, 0.1], [0.0, -0.1, 0.0], [0.0, 0.1, 0.0], [0.1, 0.1, 0.0], [0.1, 0.0, 0.0], [0.0, -0.1, 0.0], [-0.1, -0.1, 0.0], [0.1, -0.1, 0.1], [0.0, 0.0, 0.1], [0.0, 0.1, 0.0], [0.0, 0.1, -0.1], [0.0, 0.0, -0.1], [0.1, -0.2, -0.1], [-0.1, 0.1, 0.0], [0.1, 0.0, 0.1], [0.1, 0.0, -0.1], [-0.1, 0.0, -0.1], [0.1, 0.0, -0.1], [0.0, 0.1, 0.0]], "mulliken_charge": [-1.552, 0.617, -1.481, 0.180, -0.979, 0.215, -0.259, -1.110, 1.794, -0.698, -0.089, -0.482, -0.809, -0.502, -0.810, -0.126, -0.130, -0.277, -1.045, -0.410, -0.814, 0.096, 0.182, -1.251, -1.615, 0.365, 0.448, 0.406, 0.048, 0.373, 0.450, 0.350, 0.536, 0.327, 0.448, 0.484, 0.718, 0.550, 0.335, 0.414, 0.414, 0.414, 0.376, 0.445, 0.457, 0.436, 0.493, 0.348, 0.349, 0.615, 0.287, 0.210, 0.398, 0.402, 0.455]}

***

[3]
{"formula": "C23H31ClF17NO6S", "method": "ωB97M-V/def2-TZVPD", "smiles": "CC[C@H](C)[C@]1(C[C@H](C)Cl)[C@](CCC(F)(F)C(F)(F)C(F)(F)C(F)(F)S(F)(F)(F)(F)F)(C(F)(F)C(F)F)OC[N@+]1(COCOCCO)C(=O)[O-]", "homo_ev": -9.23, "lumo_energy_ev": -0.17, "elements": ["C", "C", "C", "C", "C", "C", "C", "C", "Cl", "C", "C", "C", "C", "F", "F", "C", "F", "F", "C", "F", "F", "C", "F", "F", "S", "F", "F", "F", "F", "F", "C", "F", "F", "C", "F", "F", "O", "C", "N", "C", "O", "C", "O", "C", "C", "O", "C", "O", "O", "H", "H", "H", "H", "H", "H", "H", "H", "H", "H", "H", "H", "H", "H", "H", "H", "H", "H", "H", "H", "H", "H", "H", "H", "H", "H", "H", "H", "H", "H", "H"], "coordinates": [[0.0882, -4.3233, 2.7921], [0.5686, -2.8191, 2.7253], [0.9160, -2.5111, 1.2399], [2.3735, -3.0870, 1.0845], [0.6198, -1.0769, 0.6452], [1.5770, -1.1128, -0.6077], [1.3525, -0.1416, -1.8179], [1.2882, -0.8955, -3.1758], [2.7812, 0.9913, -1.9993], [0.8373, 0.2245, 1.5495], [1.3381, 1.5440, 0.8175], [0.7157, 2.8345, 1.4447], [1.6230, 4.0602, 1.1541], [2.4438, 3.8913, 0.0938], [2.4559, 4.1464, 2.2461], [0.8396, 5.3968, 1.1401], [0.1461, 5.4129, 2.3132], [1.7272, 6.4018, 1.2827], [-0.2142, 5.6525, 0.0094], [-1.4081, 5.2090, 0.4894], [-0.3858, 6.9847, -0.0878], [-0.0741, 4.9871, -1.3909], [0.1428, 3.6656, -1.3871], [-1.2959, 5.1101, -1.9545], [1.1118, 5.7806, -2.6271], [2.0665, 4.5032, -2.6389], [0.2909, 5.0596, -3.8107], [0.1445, 7.0280, -2.8186], [1.9510, 6.4896, -1.4908], [2.0777, 6.4381, -3.7037], [1.6520, 0.1836, 2.8573], [2.4447, 1.2974, 3.0491], [2.6320, -0.7664, 2.8404], [0.9187, 0.0569, 4.2455], [1.4386, -0.9999, 4.9380], [-0.4163, -0.0974, 4.2108], [-0.5598, 0.6846, 1.6321], [-1.2820, 0.3136, 0.5030], [-0.8493, -1.1175, 0.3543], [-1.3643, -1.4927, -1.0002], [-0.8420, -2.6836, -1.5170], [-1.6213, -3.1765, -2.6065], [-2.0533, -4.4603, -2.3265], [-3.3756, -4.5070, -1.7974], [-4.4842, -4.2530, -2.8687], [-5.4585, -3.3410, -2.3617], [-1.8701, -1.8621, 1.2719], [-2.4141, -1.2983, 2.2255], [-2.0638, -3.0628, 1.0290], [0.5620, -4.7954, 3.6702], [-0.9881, -4.3574, 2.9763], [0.4137, -4.9073, 1.9246], [1.4673, -2.8153, 3.3461], [-0.2488, -2.2460, 3.1735], [0.3384, -3.2190, 0.6291], [2.5941, -3.8549, 1.8315], [2.4611, -3.5886, 0.1073], [3.1737, -2.3413, 1.1199], [1.5093, -2.0885, -1.0977], [2.6003, -0.8913, -0.2913], [0.4757, 0.5081, -1.7899], [0.3190, -1.3843, -3.3191], [1.4180, -0.1354, -3.9559], [2.1263, -1.6005, -3.2215], [2.4190, 1.6109, 0.6797], [0.9138, 1.6223, -0.1878], [0.5809, 2.7509, 2.5248], [-0.2488, 3.0682, 0.9793], [1.1321, 0.9242, 4.8880], [-2.3627, 0.4711, 0.5697], [-1.0330, 0.9553, -0.3670], [-2.4556, -1.6127, -0.8925], [-1.2647, -0.6983, -1.7637], [-0.9860, -3.2141, -3.5040], [-2.4581, -2.4920, -2.8457], [-3.5347, -3.8368, -0.9377], [-3.5191, -5.5303, -1.4286], [-4.0121, -3.8069, -3.7646], [-4.9608, -5.1850, -3.1861], [-4.9630, -2.5716, -2.0623]], "forces_ev_per_angstrom": [[0.5, 0.5, 1.0], [-0.8, -1.5, -0.3], [1.1, -0.9, 1.3], [0.0, 0.2, -1.0], [2.8, -2.1, 0.1], [-1.2, 1.5, -1.2], [0.2, -0.3, -1.0], [0.2, 0.8, 0.5], [-0.3, -0.2, 0.1], [-1.8, 2.4, -2.8], [0.1, 0.1, -0.8], [0.7, 0.2, -0.7], [0.1, -1.5, 1.8], [-0.5, 0.5, -0.3], [0.0, 0.4, -0.4], [0.8, 0.0, 1.2], [-0.2, -0.2, -0.4], [-0.2, 0.0, -1.0], [-0.7, 0.5, 1.1], [0.4, -0.6, -0.3], [0.5, -0.2, -0.6], [-1.3, 0.0, -1.2], [0.4, 0.2, 0.8], [0.2, 0.4, 0.2], [0.4, -0.3, -2.4], [0.0, 0.6, 0.8], [0.3, 0.2, 0.3], [0.3, -0.1, 0.9], [-0.3, -0.2, 0.1], [-0.3, -0.2, 0.3], [0.7, -0.6, 2.1], [-0.9, 0.4, -0.5], [-0.8, -0.4, -0.9], [-0.1, -0.1, 1.4], [-0.1, 0.1, -0.3], [0.2, -0.1, -0.5], [-0.8, -0.4, 1.8], [1.1, 1.1, 0.3], [-1.7, 2.2, -2.2], [-0.6, -0.7, -1.5], [0.1, 0.6, 0.2], [0.2, -0.4, -0.3], [-0.3, 0.5, -0.3], [-0.9, -0.9, -0.1], [0.9, 0.8, 0.1], [0.0, -0.4, -0.2], [-2.7, -4.1, 4.6], [1.3, 1.9, -1.5], [1.3, 0.8, -1.9], [-0.2, 0.1, -0.3], [0.2, -0.2, -0.5], [-0.4, 0.1, 0.0], [-0.3, 0.7, -0.2], [0.4, 0.3, -0.2], [-0.3, 0.7, 0.1], [-0.3, 0.3, 0.0], [0.1, 0.1, 0.3], [-0.2, -0.1, 0.2], [0.1, 0.0, 0.6], [-0.3, -0.4, 0.3], [0.2, 0.0, 0.4], [0.3, -0.1, 0.1], [-0.1, -0.4, 0.0], [-0.3, 0.0, -0.2], [-0.2, 0.0, 0.3], [0.4, -0.7, 0.2], [0.0, 0.3, -0.2], [0.1, -0.5, 0.3], [0.0, 0.1, -0.6], [0.3, -0.6, 0.9], [0.6, -0.7, 0.0], [0.3, 0.1, 0.4], [0.6, 0.2, 0.7], [0.0, -0.1, 0.4], [0.1, -0.1, 0.3], [0.4, 0.0, -0.2], [0.3, 0.3, 0.1], [-0.1, -0.3, 0.2], [-0.2, 0.3, 0.2], [-0.2, 0.0, 0.1]], "mulliken_charge": [-1.542, -0.778, -0.807, -1.568, 1.897, -2.842, 0.498, -1.262, -0.187, 1.483, -1.425, -1.215, 0.919, -0.272, -0.372, 0.629, -0.310, -0.308, 0.607, -0.283, -0.269, 0.397, -0.209, -0.290, 1.357, -0.280, -0.316, -0.299, -0.315, -0.305, 0.534, -0.316, -0.337, 0.042, -0.302, -0.189, -0.502, -1.067, 1.431, -1.739, 0.008, -0.730, -0.392, -0.029, -0.370, -0.545, 0.380, -0.640, -0.596, 0.423, 0.319, 0.335, 0.785, 0.252, 0.737, 0.474, 0.360, 0.293, 0.645, 1.100, 0.027, 0.005, 0.525, 0.379, 1.311, -0.569, 0.670, 0.353, 0.301, 0.676, 0.088, 0.849, 0.689, 0.221, 0.532, 0.021, 0.303, 0.241, 0.362, 0.321]}

***

no.,orbital gap (eV)
1,8.806
2,8.851
3,9.056